This record from the Open Molecules 2025 dataset describes a 2-piece molecular cluster, C10H19N2O2P overall at a distorted geometry. The level of theory is the ωB97M-V functional and the def2-TZVPD basis.

Structure (XYZ):
```
34
Properties=species:S:1:pos:R:3:lowdin_charge:R:1
C 1.894 -1.249 1.686 -0.44
C 1.987 -0.173 2.757 -0.06
C 0.632 -0.288 3.542 -0.16
C -0.239 -0.867 2.543 -0.20
C 1.604 0.698 -2.311 -0.08
C -0.785 0.096 -2.881 -0.09
C -2.760 3.272 -1.403 -0.26
C -0.005 -2.482 0.686 -0.12
C -0.497 -1.568 -0.455 -0.21
C 0.300 0.160 -1.849 -0.57
N -1.665 2.402 -1.410 -0.53
N 0.597 -1.684 1.677 -0.07
O 2.804 -1.662 0.947 0.03
O 0.564 -0.891 -1.027 -0.13
P -0.819 1.768 -0.339 0.95
H 2.915 -0.251 3.359 0.12
H 2.128 0.771 2.096 0.15
H 0.782 -0.921 4.420 0.12
H 0.291 0.656 3.841 0.09
H -1.067 -1.494 2.906 0.13
H -0.762 -0.005 1.969 0.09
H 2.506 0.401 -1.635 0.12
H 1.970 0.387 -3.281 0.07
H 1.562 1.785 -2.591 0.09
H -1.676 -0.220 -2.372 0.06
H -0.377 -0.636 -3.593 0.10
H -0.840 1.125 -3.212 0.06
H -3.597 2.534 -1.588 0.10
H -2.444 3.955 -2.276 0.10
H -2.866 3.854 -0.471 0.05
H -0.735 -3.057 1.171 0.11
H 0.748 -3.155 0.292 0.13
H -1.271 -1.038 0.055 0.09
H -0.879 -2.224 -1.255 0.14
```

Computed properties:
molar mass	230.2	g/mol
electronic energy	-993.65074	a.u.
HOMO level	-6.9	eV
ΔE to the lowest compared entry with this formula, charge and spin	78.31	kJ/mol
LUMO	0.13	eV
total charge	0